C18H34O31S7 | ωB97M-V/def2-TZVPD

Element x y z (Å)
S (0.7745, -2.0555, 3.9769)
S (3.2529, 5.9432, 1.6020)
S (1.8021, 0.0590, -7.0602)
S (2.0401, -4.4074, 0.4651)
S (0.3131, 5.1937, -5.3993)
S (-0.7769, 1.2678, -0.7904)
S (-3.7897, 3.1726, 4.4490)
O (-2.2025, 3.2370, 4.1604)
O (1.5262, -1.4085, 5.3250)
O (2.5551, -3.1306, -0.0951)
O (0.2602, -3.3916, 4.3480)
O (-2.1964, 1.5410, -0.7662)
O (-4.4711, 4.4220, 4.3914)
O (2.6735, 4.4389, 2.0848)
O (3.1730, 0.6001, -7.0312)
O (-4.2472, -3.6080, 1.0942)
O (-5.9423, -5.0875, 1.2805)
O (-0.2860, 0.5023, 0.6795)
O (-1.2413, 4.9847, -5.9276)
O (0.0090, 4.8504, -3.7953)
O (-3.9750, -5.1983, 2.4866)
O (3.1680, 5.4433, 0.0387)
O (1.4732, -1.1002, -5.8696)
O (1.2366, 4.1138, -5.9095)
O (-3.9573, 2.4791, 5.7413)
O (2.3114, -5.6753, -0.5673)
O (0.1461, 2.3908, -1.0724)
O (0.7705, 6.5585, -5.5521)
O (4.6252, 6.0221, 2.1041)
O (2.4401, -4.8737, 1.7815)
O (0.6929, 1.0330, -6.2528)
O (2.2143, -2.1281, 3.1412)
O (-4.1069, 2.0879, 3.1928)
O (-0.1370, -1.1061, 3.3189)
O (-0.2300, 0.0069, -1.6507)
O (1.2695, -0.3675, -8.3868)
O (2.3431, 7.0807, 1.9260)
O (0.3906, -4.5444, 0.3697)
C (-4.8216, -4.6783, 1.5509)
C (0.0193, -5.6301, -0.4475)
C (0.9217, -0.1237, 0.5048)
C (-1.2173, 4.0876, -3.7778)
C (0.4773, 0.7699, -4.8803)
C (1.2170, -6.5699, -0.6532)
C (2.8763, -1.8979, 5.4353)
C (-2.8690, 1.7145, 2.5453)
C (2.3425, 4.3479, -0.1932)
C (-2.1026, 4.7024, -4.9032)
C (0.7030, -0.7239, -0.8846)
C (-2.8124, -3.7953, 1.2403)
C (-2.7386, -4.6622, 2.5123)
C (-1.8530, 2.0548, 3.5692)
C (1.7485, 3.9340, 1.1485)
C (-2.1558, -2.3487, 1.3431)
C (1.3763, -0.4252, -4.6697)
C (3.3145, -2.3134, 4.0539)
H (-2.5052, -1.7278, 2.1680)
H (-2.7927, 2.3122, 1.6370)
H (-2.3229, -1.8061, 0.4126)
H (2.9242, -2.7564, 6.1052)
H (-0.5955, 0.5789, -4.8531)
H (1.7052, 0.6339, 0.4929)
H (-2.3993, 5.6719, -4.5031)
H (1.7837, 2.8597, 1.3296)
H (0.7883, 4.3887, 1.3922)
H (-3.0171, 4.1544, -5.1304)
H (4.2507, -1.8303, 3.7741)
H (3.5389, -1.0826, 5.7259)
H (-0.8679, -6.0623, 0.0151)
H (1.0833, -7.2769, -1.4720)
H (1.2824, -7.2081, 0.2280)
H (1.5367, -0.8553, -1.5743)
H (1.6004, 4.5258, -0.9715)
H (0.4337, -1.7796, -0.8524)
H (0.8544, 1.6590, -4.3750)
H (-1.7210, 1.1445, 4.1541)
H (-2.5327, -4.1150, 3.4323)
H (-0.2216, -5.2132, -1.4254)
H (-2.5924, -4.2102, 0.2566)
H (1.2294, -0.8958, 1.2100)
H (3.7189, -3.3256, 4.0503)
H (-1.6814, 3.8679, -2.8164)
H (-1.9819, -5.4186, 2.3045)
H (-0.9177, 2.1906, 3.0261)
H (2.2511, -0.0593, -4.1323)
H (-2.9959, 0.6923, 2.1888)
H (0.7741, -1.0123, -3.9762)
H (3.0274, 3.6330, -0.6492)
H (-0.8459, 3.1115, -4.0898)
H (-1.1197, -2.5770, 1.5930)

Computed properties:
Total charge: 0
Highest occupied orbital energy: -0.4082 hartree
E_LUMO: -0.5 eV

These are the Löwdin partial charges, in e, on atoms 1 to 2:
1. S 0.77
2. S 0.78


C3H10NO2 | ωB97M-V/def2-TZVPD

Element x y z (Å)
O (0.3343, 0.7261, -2.3335)
O (1.0309, -1.8848, 2.2280)
N (-1.1602, -1.1522, -0.5279)
C (0.6308, 1.4293, -1.2306)
C (0.5943, 0.5000, 0.0474)
C (-0.8340, 0.0423, 0.2657)
H (0.2666, -2.2979, 1.7966)
H (1.2533, -0.3410, -0.1659)
H (0.8397, 1.1832, 0.8774)
H (-2.1299, -1.1301, -0.8064)
H (-1.5227, 0.8699, 0.0376)
H (-0.5988, -1.0352, -1.3615)
H (1.5646, 2.0304, -1.2503)
H (-1.0082, -0.1763, 1.3345)
H (-0.1749, 2.1934, -0.9613)
H (0.9143, -0.9569, 2.0500)

Computed properties:
Total charge: -1
Highest occupied orbital energy: -0.0945 hartree
E_LUMO: 4.2 eV

These are the Löwdin partial charges, in e, on atoms 1 to 2:
1. O -0.35
2. O -0.08


C5H11NO | ωB97M-V/def2-TZVPD

Element x y z (Å)
O (0.9641, 0.9824, 0.5674)
N (3.7814, 0.3859, 0.0333)
C (-0.1939, 0.4075, 0.1365)
C (-1.2299, 1.5520, 0.0168)
C (-0.7247, -0.6475, 1.1298)
C (-0.0493, -0.2240, -1.2656)
C (2.7956, -0.2738, 0.1879)
H (-0.8065, -0.2039, 2.1200)
H (0.6866, -1.0264, -1.2498)
H (3.8035, 1.3967, 0.0413)
H (2.5041, -1.2920, 0.2537)
H (-1.3681, 2.0315, 0.9826)
H (-0.0410, -1.4933, 1.1916)
H (0.2868, 0.5313, -1.9734)
H (-1.7026, -1.0095, 0.8215)
H (-0.8593, 2.2938, -0.6889)
H (-2.1801, 1.1608, -0.3387)
H (-1.0024, -0.6278, -1.5991)

Computed properties:
Total charge: 0
Highest occupied orbital energy (spin up / spin down): -0.3177 / -0.3179 hartree
E_LUMO (spin up / spin down): -0.2 / -0.2 eV

These are the Löwdin partial charges, in e, on atoms 1 to 2:
1. O -0.16
2. N 0.16


no.,DFT total energy (eV)
1,-158523.8284
2,-8857.8542
3,-8897.5146